{
  "formula": "C6H9F2NO2S",
  "method": "the ωB97M-V functional and the def2-TZVPD basis",
  "symbols": ["C", "C", "C", "C", "C", "C", "H", "H", "H", "H", "H", "H", "H", "H", "H", "N", "O", "O", "F", "F", "S"],
  "positions_angstrom": [[0.52431, 1.24131, -2.02068], [-0.18257, 0.26767, -1.12023], [-1.59076, 2.06424, -0.38382], [-0.85106, 3.02027, 0.15621], [0.50529, -1.55927, 1.48807], [0.02928, -2.94554, 1.89251], [-0.18979, 1.80569, -2.62826], [1.21094, 0.69660, -2.66865], [1.09465, 1.95702, -1.41865], [-2.59261, 2.26695, -0.74612], [-1.16675, 4.05420, 0.23122], [1.43751, -0.59883, -0.05696], [1.18747, -2.34652, -0.28721], [0.54193, -3.23925, 2.81248], [-1.04566, -2.90757, 2.07578], [1.08346, -1.49607, 0.26726], [-1.23703, 0.73252, -0.41298], [0.35273, -0.61751, 2.24429], [0.38075, 2.78895, 0.63021], [0.28920, -3.88692, 0.90526], [0.21869, -1.29794, -0.95972]],
  "forces_ev_per_angstrom": [[0.2, -0.1, 0.3], [2.6, -0.3, -1.3], [0.4, -0.9, 0.2], [-0.4, 0.2, -0.3], [-1.7, 0.3, 5.1], [-0.2, -0.1, 0.0], [0.1, -0.1, -0.1], [0.0, 0.1, -0.1], [0.0, 0.2, -0.4], [0.1, 0.1, 0.1], [0.1, -0.1, 0.0], [2.7, 1.5, 1.1], [3.0, -2.5, 1.5], [0.0, 0.1, -0.1], [0.0, 0.0, -0.1], [7.8, -1.2, 7.9], [-2.9, 1.3, 1.3], [0.5, -1.3, -1.6], [0.2, 0.0, 0.2], [0.1, 0.1, 0.1], [-12.6, 2.6, -13.8]],
  "mulliken_charge": [-1.1952, 0.1758, -0.3371, -0.0882, 0.2990, -0.1302, 0.3702, 0.3625, 0.2797, 0.3293, 0.3602, 0.4466, 0.3059, 0.2936, 0.2432, 0.1892, -0.3889, -0.4913, -0.2387, -0.2921, -0.4936],
  "gap_ev": 6.223,
  "lumo_ev": 0.051,
  "homo_ev": -6.173
}

=====

{
  "formula": "C6H9F3",
  "method": "the ωB97M-V functional and the def2-TZVPD basis",
  "symbols": ["C", "C", "C", "C", "C", "C", "F", "F", "F", "H", "H", "H", "H", "H", "H", "H", "H", "H"],
  "positions_angstrom": [[-1.36316, -1.98459, 0.33674], [-0.54656, -1.01516, 0.15595], [1.27596, 0.50243, -0.90292], [-1.18173, 1.06517, -0.84689], [-0.04283, 0.37970, -0.07967], [2.09125, -2.26536, 0.78672], [1.35748, -3.37544, 0.41302], [2.93485, -2.08859, -0.20408], [2.86009, -2.61113, 1.86197], [-1.14711, -2.99439, 0.27586], [-2.46949, -1.97559, 0.56822], [2.29499, 0.42925, -0.35775], [1.21948, -0.27172, -1.81914], [1.25458, 1.49867, -1.31431], [-2.14935, 0.77592, -0.25579], [-1.14975, 1.00245, -1.91132], [-1.09112, 2.07825, -0.71333], [0.10378, 0.83045, 0.93230]],
  "forces_ev_per_angstrom": [[-2.5, 0.8, 0.5], [2.3, 0.7, 0.0], [0.6, -1.8, -0.9], [-1.6, -1.3, 2.5], [0.0, -1.1, 0.2], [0.1, -2.8, -0.2], [0.4, 1.1, 0.9], [0.2, 1.0, -0.5], [-1.2, 0.6, -0.5], [1.3, -2.0, -0.1], [0.8, 0.9, -0.3], [-2.0, -0.3, -0.7], [0.4, 1.7, 2.1], [0.1, 0.4, -0.4], [1.3, 0.5, -1.9], [-0.4, -1.1, -0.7], [0.2, 2.8, 0.6], [-0.2, -0.1, -0.7]],
  "mulliken_charge": [-0.6910, -0.2631, -1.2706, -1.4378, 0.9513, 0.4534, -0.2237, -0.1887, -0.2327, 0.3082, 0.2294, 0.2978, 0.2553, 0.4376, 0.2974, 0.3621, 0.4847, 0.2304],
  "gap_ev": [10.330, 6.483],
  "de_lowest_ev": 4.906,
  "lumo_ev": [0.259, -1.253],
  "homo_ev": [-10.071, -7.736]
}

=====

{
  "formula": "C6H9FN2",
  "method": "the ωB97M-V functional and the def2-TZVPD basis",
  "symbols": ["C", "C", "C", "C", "C", "C", "N", "N", "F", "H", "H", "H", "H", "H", "H", "H", "H", "H"],
  "positions_angstrom": [[-1.63137, -0.58929, -0.06054], [-1.09256, -0.63491, 1.30518], [-0.72915, -0.58397, -1.03489], [-0.40246, 0.37077, 1.79283], [0.77520, -0.80791, -0.78692], [1.52024, 0.14853, 0.02087], [1.15545, 2.05864, -1.28711], [1.63767, 1.41949, -0.27577], [2.20049, -0.30353, 1.09065], [-2.61251, -0.44425, -0.29636], [-1.14284, -1.51092, 1.95452], [-1.08682, -0.54648, -2.10327], [0.10678, 0.21715, 2.62609], [0.89963, -1.74187, -0.30272], [1.23808, -0.76043, -1.88910], [0.01989, 1.28720, 1.36236], [0.51256, 1.48844, -1.89934], [2.22615, 1.97899, 0.17435]],
  "forces_ev_per_angstrom": [[3.0, -0.1, 0.2], [-0.7, 0.2, 0.2], [-0.3, -0.2, -1.1], [-0.2, 1.3, -2.2], [-0.1, 1.1, -3.1], [0.5, 1.2, -0.2], [-1.7, 1.1, -2.4], [-2.3, -4.9, -2.4], [0.2, 0.1, 0.1], [-2.7, 0.1, -0.3], [-0.4, 0.0, -0.4], [0.6, 0.1, 1.2], [1.8, -0.8, 4.2], [0.3, -1.2, 0.1], [-0.6, -0.5, 2.2], [-1.6, -0.3, -0.5], [1.0, 0.3, 1.3], [3.1, 2.5, 3.1]],
  "mulliken_charge": [-0.3369, -0.3688, -0.2565, -0.7506, -0.9982, 0.5333, -1.1692, 0.5698, -0.3128, 0.4991, 0.2672, 0.3639, 0.3766, 0.4116, 0.3493, 0.3279, 0.2371, 0.2573],
  "gap_ev": 8.326,
  "de_lowest_ev": 4.390,
  "lumo_ev": 0.962,
  "homo_ev": -7.364
}

=====

{
  "formula": "C6H9FS",
  "method": "the ωB97M-V functional and the def2-TZVPD basis",
  "symbols": ["C", "C", "C", "C", "C", "C", "H", "H", "H", "H", "H", "H", "H", "H", "H", "F", "S"],
  "positions_angstrom": [[-1.80313, -0.14814, -0.24580], [-0.95455, -0.77616, 0.84534], [0.50618, -0.40414, 0.81461], [1.19618, -0.56669, -0.56968], [1.02235, 0.88431, -0.89560], [0.82555, 1.04537, 0.61294], [-2.79072, -0.59770, -0.34932], [-1.37093, -0.32830, -1.24760], [-1.91627, 0.94884, -0.11540], [-1.31254, -0.45626, 1.86047], [-1.03472, -1.85065, 0.80708], [1.08571, -0.85224, 1.67348], [2.28170, -0.72152, -0.45560], [0.90486, -1.37419, -1.29572], [0.13155, 1.31250, -1.44256], [2.12971, 1.50043, -1.44132], [1.09906, 2.38454, 1.44469]],
  "forces_ev_per_angstrom": [[0.0, 0.4, -0.9], [-0.7, 0.7, 1.3], [1.5, -0.6, 0.1], [0.6, -2.4, -1.3], [-0.7, 1.3, 0.0], [-0.1, 1.9, -0.4], [-0.1, 0.1, 0.5], [0.1, 0.2, 0.4], [0.0, -0.6, -0.1], [0.0, -0.3, -0.8], [0.0, -0.5, 0.0], [-0.8, 0.4, -0.8], [-0.3, 0.2, 0.2], [-0.3, 0.8, 0.7], [0.8, -1.0, 0.4], [0.0, 0.0, 0.1], [-0.1, -0.3, 0.5]],
  "mulliken_charge": [-1.1900, -0.5483, 0.3882, -0.9445, 0.3753, -0.2760, 0.3945, 0.2768, 0.2667, 0.3244, 0.3503, 0.3775, 0.3106, 0.2804, 0.2174, -0.3268, -0.2764],
  "gap_ev": 8.336,
  "de_lowest_ev": 1.474,
  "lumo_ev": -0.365,
  "homo_ev": -8.700
}

=====

{
  "formula": "C6H9I",
  "method": "the ωB97M-V functional and the def2-TZVPD basis",
  "symbols": ["C", "C", "C", "I", "C", "C", "C", "H", "H", "H", "H", "H", "H", "H", "H", "H"],
  "positions_angstrom": [[-1.38596, -1.50824, -0.76768], [-0.54874, -0.75168, 0.29127], [-0.65862, 0.76728, 0.78633], [-0.98672, 1.77891, 2.55763], [-0.39430, 1.37745, -0.53480], [0.54157, 0.30241, 0.09678], [1.99077, 0.23599, 0.36247], [-1.30587, -1.13495, -1.70090], [-2.37912, -1.31220, -0.54239], [-1.01784, -2.57090, -0.81688], [-0.24719, -1.22940, 1.16840], [-0.00048, 2.39256, -0.77172], [-0.90948, 1.07556, -1.48711], [2.23707, -0.58381, 0.97681], [2.33992, 0.96961, 0.93602], [2.72499, 0.19142, -0.55423]],
  "forces_ev_per_angstrom": [[2.4, -0.9, 3.1], [0.6, 2.6, -0.1], [-0.3, -1.1, -1.4], [-0.1, -0.2, 0.2], [1.2, 0.0, -2.3], [-1.4, 0.2, -1.3], [0.7, -2.0, -3.6], [0.9, 1.5, -3.2], [-2.2, -0.7, 0.7], [-0.9, 0.9, 0.3], [0.0, -1.8, 1.1], [-0.1, -0.6, 1.2], [0.0, 0.0, 1.2], [0.0, -1.6, 0.5], [1.1, 3.8, 2.1], [-1.8, 0.0, 1.4]],
  "mulliken_charge": [-1.4865, -0.0751, -0.1782, 0.1092, -0.6424, 0.5855, -1.4606, 0.4550, 0.3695, 0.3308, 0.5176, 0.3035, 0.0822, 0.3868, 0.4486, 0.2540],
  "gap_ev": 9.458,
  "de_lowest_ev": 1.840,
  "lumo_ev": 0.625,
  "smiles": "C[C@@H]1[C@]2(I)C[C@]12C",
  "homo_ev": -8.832
}

=====

{
  "formula": "C6H9IN2O",
  "method": "the ωB97M-V functional and the def2-TZVPD basis",
  "symbols": ["C", "C", "C", "C", "C", "C", "N", "N", "O", "I", "H", "H", "H", "H", "H", "H", "H", "H", "H"],
  "positions_angstrom": [[2.66098, -3.00582, 1.40725], [2.27356, -2.36788, 0.36675], [-0.68759, 0.56031, 0.87593], [0.40905, -1.27369, -0.74291], [-2.14292, 2.65881, 0.21551], [-0.87475, 1.89136, 0.13047], [-0.07237, 0.42798, -2.34368], [0.25529, -0.55520, -1.67397], [0.92120, -2.08977, 0.07583], [-2.51374, -0.33317, 1.32652], [3.66391, -3.05320, 1.89056], [1.88089, -3.20875, 2.22068], [2.89981, -2.24798, -0.49853], [-2.82819, 2.29957, 1.07428], [-1.98046, 3.70402, 0.16305], [-2.77359, 2.37137, -0.67790], [0.04102, 2.52257, 0.24485], [-0.56350, 1.49618, -0.92551], [-0.56861, 0.20328, -3.12916]],
  "forces_ev_per_angstrom": [[-0.9, -0.5, 5.4], [0.0, 0.8, -3.5], [0.5, 2.0, -1.2], [-0.2, 2.3, -1.3], [-2.7, -1.8, -0.7], [1.9, -2.1, 1.0], [1.1, 3.1, 1.2], [0.8, -3.3, 2.2], [-0.1, -1.7, 1.7], [-0.2, -0.3, 0.1], [-0.6, -0.3, -1.6], [0.9, 0.2, -1.3], [0.3, 0.8, -0.2], [1.4, 1.1, -1.0], [0.0, 1.0, 0.3], [0.5, 0.5, 0.7], [-0.5, -0.5, 0.5], [-0.8, 0.0, 0.5], [-1.4, -1.0, -2.6]],
  "mulliken_charge": [-0.6340, 0.0318, -0.4068, 0.4542, -1.0592, 0.2301, -1.0107, 0.5504, -0.2440, -0.0039, 0.2690, 0.2207, 0.2735, 0.1968, 0.3451, 0.3214, 0.3592, -0.0666, 0.1729],
  "gap_ev": [7.945, 7.945],
  "de_lowest_ev": 9.187,
  "lumo_ev": [0.088, 0.089],
  "homo_ev": [-7.857, -7.856]
}

=====

Number 1: electronic energy -28213.839 eV, strongest force on any atom 18.85 eV Å⁻¹. Number 2: electronic energy -14514.598 eV, strongest force on any atom 3.22 eV Å⁻¹. Number 3: electronic energy -12060.348 eV, strongest force on any atom 5.90 eV Å⁻¹. Number 4: electronic energy -19919.078 eV, strongest force on any atom 2.87 eV Å⁻¹. Number 5: electronic energy -14465.194 eV, strongest force on any atom 4.48 eV Å⁻¹. Number 6: electronic energy -19487.051 eV, strongest force on any atom 5.45 eV Å⁻¹.